1.
Computed, not measured: C15H16N2O6S as an isolated structure in a non-equilibrium geometry, with ωB97M-V/def2-TZVPD.

```
40
Properties=species:S:1:pos:R:3
C 4.4220 0.3579 0.2340
H 4.4016 0.0622 1.1946
H 4.9437 1.4592 0.0619
H 5.1003 -0.3759 -0.3665
O 3.1751 0.0812 -0.7048
C 2.0381 0.9105 -0.0701
C 2.0177 1.7339 1.1358
C 0.9259 2.5501 1.1894
C -0.2867 2.3787 0.5164
C -0.2104 1.4399 -0.4829
C 0.8578 1.0312 -0.8266
H 0.8020 0.2766 -1.8055
O -1.3187 1.0043 -1.3600
C -2.5258 1.9712 -1.0070
H -3.1173 1.7258 -2.1023
H -2.4377 2.9239 -0.7808
C -3.3360 1.1747 0.1823
N -3.7167 -0.1152 0.0887
S -2.7528 -1.0806 0.8291
O -3.6891 -2.3258 0.9787
O -2.5702 -0.5839 2.0521
C -1.4458 -1.5355 0.2046
C -0.1455 -1.4372 0.7994
C 0.9434 -2.0216 0.3272
C 0.9682 -2.4665 -1.3568
C -0.1462 -2.6618 -1.8126
C -1.3745 -2.3779 -1.2148
H -2.2986 -2.0994 -1.7494
H -0.3467 -3.1526 -2.6791
H 1.9171 -3.0648 -1.4697
N 2.2712 -1.9158 0.8171
O 3.1427 -2.7214 0.3137
O 2.3486 -1.2910 1.8785
H -0.1363 -1.2424 1.7077
H -4.0639 -0.4456 -0.8750
H -2.7894 1.6244 1.1112
H -4.2754 1.9177 0.0287
H -1.1157 2.9092 1.1908
H 0.9405 3.2446 2.1737
H 2.8836 2.1379 1.6488
```

The total energy comes out at -1539.63732 Ha.

natural (NBO) atomic charge list, values in e, 4 entries: -0.27 0.19 0.20 0.21

2.
Computed, not measured: an isolated molecule of C15H16N4O2 in a non-equilibrium geometry, with ωB97M-V/def2-TZVPD.

```
37
Properties=species:S:1:pos:R:3
C 4.7814 3.0551 -0.2361
O 4.8911 1.6680 -0.6840
C 3.6841 1.0098 -1.0074
C 3.6684 -0.3527 -0.6701
C 2.5441 -1.1172 -0.8549
N 1.3817 -0.5550 -1.3363
C 1.3406 0.7212 -1.7086
C 0.0162 1.4311 -2.1579
C -0.8742 2.0807 -1.0488
C -1.4411 1.1187 -0.1307
N -2.5649 1.5155 0.4086
C -3.1467 0.3733 0.9980
N -4.3694 0.2510 1.5358
C -4.7177 -0.8602 2.1602
C -3.8603 -1.9657 2.2167
C -2.5728 -1.8188 1.7227
O -1.6839 -2.8770 1.6943
C -1.9598 -4.0995 1.0305
C -2.2374 -0.6829 1.0427
N -1.1351 -0.1698 0.3211
C 2.5027 1.4894 -1.5123
H 5.5618 3.3060 0.5452
H 4.9765 3.7027 -1.0953
H 3.8184 3.1677 0.3854
H 4.5633 -0.8392 -0.3001
H 2.5639 -2.1794 -0.4994
H 0.3070 2.0681 -3.0449
H -0.5510 0.6147 -2.5971
H -1.6234 2.7518 -1.5234
H -0.1476 2.6692 -0.3256
H -5.6972 -1.0946 2.5511
H -4.1813 -2.8152 2.9343
H -1.8754 -3.9846 0.0044
H -1.2605 -4.9156 1.4932
H -2.9689 -4.5402 1.2521
H -0.1666 -0.6180 0.2975
H 2.4338 2.4916 -1.8610
```

Its structure (SMILES) is COc1ccnc(CCc2nc3nccc(OC)c3[nH]2)c1. The total energy comes out at -950.60890 Ha.

natural (NBO) atomic charge list, values in e, 4 entries: -0.27 -0.51 0.35 -0.29

3.
Computed, not measured: an isolated molecule of C15H16N4O5S2 in a non-equilibrium geometry, with ωB97M-V/def2-TZVPD.

```
42
Properties=species:S:1:pos:R:3
C -3.6448 4.6041 -3.7035
C -4.3262 3.7022 -2.8191
H -5.1125 4.1978 -2.1639
H -4.7805 2.8025 -3.3129
O -3.1358 2.9615 -2.1395
C -2.7109 3.6268 -0.8538
O -3.0440 4.7415 -0.3941
C -1.7374 2.7478 -0.2921
C -1.4369 3.2547 1.1366
H -0.6006 2.8275 1.6136
H -2.4706 3.1260 1.9011
H -1.2122 4.2363 1.1264
H -1.8236 1.8028 -0.3534
S -0.3282 2.9819 -1.2386
C 0.6555 1.5509 -0.8620
N 0.3490 0.7989 0.3062
N 1.2693 -0.0783 0.3937
C 2.2582 -0.1313 -0.2677
N 3.0751 -1.0278 -0.3856
C 3.3282 -2.1819 0.5722
O 4.3795 -2.9168 0.3177
C 2.1609 -2.5685 1.5277
C 2.1965 -2.2333 2.7538
C 1.2372 -2.4695 3.7252
C -0.0846 -3.2044 2.8619
C -0.0821 -3.2772 1.6451
C 1.1875 -3.0128 0.7345
C 0.8132 -3.4928 -0.6607
H 0.4532 -2.7140 -1.0799
H 1.9996 -3.3996 -1.0455
H 0.3940 -4.4686 -0.8359
N -1.2514 -3.9640 1.1361
O -2.0175 -4.4044 2.1081
O -1.4662 -3.7758 0.0314
H -0.6872 -3.2394 3.6719
H 1.1280 -2.2706 4.6545
H 3.1725 -1.8228 2.8808
H 4.0178 -0.7273 -0.6707
S 2.1755 1.1861 -1.4377
H -4.4495 4.8399 -4.2453
H -2.8564 4.1616 -4.2762
H -3.1101 5.3018 -2.9568
```

The total energy comes out at -1972.22423 Ha.

natural (NBO) atomic charge list, values in e, 4 entries: -0.64 -0.06 0.21 0.19

4.
Computed, not measured: C15H17Cl3MgN2O2 as an isolated structure in a non-equilibrium geometry, with ωB97M-V/def2-TZVPD.

```
40
Properties=species:S:1:pos:R:3
C 3.1995 1.9837 2.8499
C 3.6444 0.5970 3.3405
H 3.8602 2.3325 2.0493
H 3.2922 2.7144 3.6623
H 2.1635 1.9859 2.4979
H 3.4401 -0.1713 2.5969
H 4.7189 0.5951 3.5503
H 3.1490 0.3402 4.2806
C -0.6326 1.7527 -2.1754
C -0.9500 2.0606 -3.5132
C -1.1524 1.0072 -4.4127
C -1.0380 -0.3004 -3.9470
H -0.5500 2.5466 -1.4277
H -1.0528 3.1020 -3.8180
H -1.4108 1.1827 -5.4589
H -1.2624 -1.1612 -4.5719
N -0.4256 0.4906 -1.7525
C -0.6406 -0.5353 -2.6121
C -0.5171 -1.8964 -2.0562
N -0.1449 -1.9791 -0.7627
C -0.1413 -3.1696 -0.1452
C -0.7546 -4.2980 -2.1791
C -0.3999 -4.3600 -0.8267
H 0.0748 -3.1620 0.9185
H -0.3366 -5.3109 -0.2950
C -0.8500 -3.0504 -2.7908
H -1.1974 -2.9341 -3.8118
H -0.9644 -5.1981 -2.7616
Mg -0.0600 -0.1427 0.4371
C 1.0573 -0.6032 2.1149
H 1.9439 -1.2517 2.0248
H 0.2505 -1.1915 2.5966
H 1.3287 0.2709 2.7221
Cl -4.7469 -0.3231 1.8730
C -3.6568 1.0402 1.7605
Cl -4.3602 2.2910 0.7144
Cl -3.3094 1.6573 3.3991
C -2.2649 0.6069 1.1193
O -2.1430 -0.6012 0.7623
O -1.3172 1.4644 1.0288
```

The total energy comes out at -2422.52815 Ha.

natural (NBO) atomic charge list, values in e, 4 entries: -0.61 -0.61 0.19 0.20